C5H8O | wB97M-V/def2-TZVPD

Structure (XYZ):
```
14
Properties=species:S:1:pos:R:3:forces:R:3
O 1.31056 1.39653 -1.11004 -0.17 0.02 0.07
C 1.71160 0.64181 -0.10338 0.05 -0.18 0.21
C 0.74189 0.09332 0.70280 0.41 0.28 -0.01
C -0.44202 -1.17418 0.11690 -0.22 -0.44 -0.14
C -1.36257 -0.28992 -0.60887 -0.02 -0.04 -0.09
C -0.67397 0.68340 0.34592 -0.16 0.11 0.25
H 2.78490 0.56387 0.04550 -0.16 0.00 0.02
H 1.03381 -0.28332 1.68177 -0.04 0.06 -0.17
H 0.26030 -1.80167 -0.42735 -0.08 0.16 0.11
H -0.84875 -1.66150 0.99908 0.07 0.12 -0.13
H -1.15495 -0.14970 -1.67188 -0.03 -0.03 0.16
H -2.42437 -0.43317 -0.41807 0.17 0.05 0.00
H 0.32750 1.56485 -0.80370 0.11 -0.03 -0.15
H -1.26394 0.84967 1.25133 0.08 -0.08 -0.13
```
Forces are in eV/Å.

Results
HOMO-LUMO gap (spin up / spin down): 0.276 / 0.275 Ha
charge: 0
HOMO energy (spin up / spin down): -7.00 / -7.00 eV
spin multiplicity: 1
energy above the lowest of the compared OMol25 structures with the same formula, charge and spin: 113.39 kcal/mol

C5H8O | wB97M-V/def2-TZVPD

Structure (XYZ):
```
14
Properties=species:S:1:pos:R:3:forces:R:3
C 1.42086 1.50819 -0.42044 0.12 0.02 -0.03
C -0.07650 1.71501 -0.15981 -0.04 0.06 0.03
C -0.73998 0.41079 -0.14022 -0.19 -0.54 0.03
C -1.12127 -0.73138 -0.06117 0.32 0.44 0.09
C -1.22516 -2.16107 0.26426 -0.38 0.11 -0.18
O -0.12622 -2.54125 1.07628 0.24 -0.02 -0.01
H 1.57788 1.07470 -1.41190 0.00 0.08 0.11
H 1.97497 2.44711 -0.35366 -0.09 -0.03 -0.05
H 1.84376 0.81727 0.31542 -0.08 0.11 -0.08
H -0.22732 2.19759 0.81226 0.01 -0.02 -0.12
H -0.51970 2.37608 -0.91244 0.07 -0.13 0.06
H -1.26075 -2.76923 -0.65206 -0.02 0.14 0.15
H -2.13703 -2.35813 0.83939 0.15 -0.01 -0.13
H 0.61646 -1.98568 0.80409 -0.10 -0.20 0.12
```
Forces are in eV/Å.

Results
HOMO-LUMO gap: 0.389 Ha
charge: 0
structure (SMILES): CCC#CCO
HOMO energy: -9.69 eV
spin multiplicity: 1
energy above the lowest of the compared OMol25 structures with the same formula, charge and spin: 49.99 kcal/mol

C5H8O | wB97M-V/def2-TZVPD

Structure (XYZ):
```
14
Properties=species:S:1:pos:R:3:forces:R:3
C 1.73516 0.00692 -0.34908 0.12 0.00 -0.07
C 0.53919 -0.22126 0.58932 0.07 -0.05 0.04
C -0.64017 0.75251 0.36492 -0.05 0.02 0.02
C -1.66921 -0.11785 -0.34707 -0.05 0.18 -0.03
O -1.19024 -1.49779 -0.15958 0.24 -0.19 0.06
C 0.00327 -1.62629 0.33705 -0.31 0.37 -0.06
H 1.39680 0.28363 -1.35525 0.03 -0.11 0.15
H 2.38089 0.81158 0.01778 -0.15 -0.10 -0.06
H 0.89885 -0.19804 1.62596 -0.06 -0.03 -0.17
H -0.35585 1.61435 -0.24622 -0.01 -0.14 0.10
H -1.03199 1.13283 1.31239 0.04 -0.10 -0.13
H -1.72240 0.04388 -1.42827 0.02 -0.03 0.19
H -2.67780 -0.07788 0.07090 0.18 0.00 -0.07
H 2.33349 -0.90660 -0.43285 -0.06 0.18 0.03
```
Forces are in eV/Å.

Results
HOMO-LUMO gap: 0.343 Ha
charge: 0
HOMO energy: -8.41 eV
spin multiplicity: 1
energy above the lowest of the compared OMol25 structures with the same formula, charge and spin: 60.28 kcal/mol

C5H8O | wB97M-V/def2-TZVPD

Structure (XYZ):
```
14
Properties=species:S:1:pos:R:3:forces:R:3
C 1.55634 -0.38731 -0.59985 -1.44 -0.53 -0.57
C -0.72625 -0.10267 0.15311 0.99 -1.64 1.78
C 2.55602 -0.64868 0.45966 2.00 -1.42 -0.90
C -0.86892 1.31262 0.11088 0.61 0.54 -1.62
C -1.80916 -0.88520 -0.41536 1.73 0.13 0.09
O 2.16808 0.60054 -0.05253 0.59 2.31 -1.14
H 2.19760 -0.64785 1.42163 -0.37 -1.05 2.31
H 3.58933 -1.05721 0.20597 -1.50 0.79 0.38
H 0.07568 1.75159 0.39106 0.24 0.83 -0.54
H -1.34858 1.61635 -0.85294 0.58 0.40 0.45
H -1.55050 1.61625 0.86102 -1.14 0.01 1.07
H -1.08516 -1.32207 -1.16410 -1.28 -0.22 -0.06
H -2.21304 -1.63328 0.26339 0.29 -0.29 -0.23
H -2.54142 -0.21309 -0.78193 -1.29 0.14 -1.02
```
Forces are in eV/Å.

Results
HOMO-LUMO gap: 0.283 Ha
charge: 0
HOMO energy: -7.64 eV
spin multiplicity: 1
energy above the lowest of the compared OMol25 structures with the same formula, charge and spin: 181.54 kcal/mol

C5H8O | wB97M-V/def2-TZVPD

Structure (XYZ):
```
14
Properties=species:S:1:pos:R:3:forces:R:3
C 0.19850 -0.22087 -1.88185 -0.01 0.02 -0.01
C 0.15626 0.16517 -0.43738 0.07 -0.25 -0.23
C 0.71508 -0.59577 0.77351 0.14 -0.10 -0.01
C -0.38635 0.07391 1.65091 -0.04 0.02 0.14
C -0.87176 0.79794 0.39665 -0.36 0.01 0.08
O 0.23108 1.55083 -0.10412 0.13 0.13 0.00
H -0.14052 -1.25274 -2.01775 0.03 0.13 0.05
H 1.21783 -0.14656 -2.27718 -0.11 0.00 0.10
H -0.44220 0.43975 -2.47317 0.07 -0.07 0.11
H 0.58912 -1.67938 0.69653 -0.01 0.14 -0.01
H 1.75485 -0.36698 1.02226 -0.13 0.00 -0.05
H -1.10908 -0.64619 2.04356 0.09 0.08 -0.08
H -0.04569 0.72577 2.45980 -0.04 -0.06 -0.13
H -1.86712 1.15512 0.14823 0.15 -0.05 0.04
```
Forces are in eV/Å.

Results
HOMO-LUMO gap: 0.394 Ha
charge: 0
structure (SMILES): C[C@]12CC[C@H]1O2
HOMO energy: -9.62 eV
spin multiplicity: 1
energy above the lowest of the compared OMol25 structures with the same formula, charge and spin: 44.58 kcal/mol

C5H8O | wB97M-V/def2-TZVPD

Structure (XYZ):
```
14
Properties=species:S:1:pos:R:3:forces:R:3
C 0.04104 -1.36344 -0.31987 -3.27 -0.69 -1.38
C 0.98291 0.45725 0.13204 3.54 2.82 -2.52
C -0.20257 0.89455 -0.83034 0.17 1.29 0.32
C -0.90894 -0.17488 0.02470 -1.07 -0.37 -3.96
C -0.08997 0.31212 1.08492 1.45 3.30 9.60
H -0.18414 -1.70388 -1.37036 0.55 -0.21 1.16
H -0.34101 -1.94116 0.48493 0.57 -2.27 0.26
H 2.01026 1.03703 0.09377 -2.37 -0.76 0.89
H -0.54570 1.99859 -0.67335 0.68 -2.14 -0.32
H -0.14624 0.57227 -1.83994 0.24 0.35 -1.24
H -1.97627 -0.36125 -0.25660 0.74 0.09 1.45
H -0.25086 1.37200 1.46051 -0.69 -1.13 -0.34
H 0.30209 -0.22762 2.12469 -1.54 0.53 -2.60
O 1.30941 -0.87160 -0.11507 1.00 -0.81 -1.30
```
Forces are in eV/Å.

Results
HOMO-LUMO gap: 0.385 Ha
charge: 0
HOMO energy: -9.47 eV
spin multiplicity: 1
energy above the lowest of the compared OMol25 structures with the same formula, charge and spin: 89.46 kcal/mol

C5H8O | wB97M-V/def2-TZVPD

Structure (XYZ):
```
14
Properties=species:S:1:pos:R:3:forces:R:3
C 1.04395 -0.20348 1.47395 -0.09 -0.07 -0.06
C 0.13504 -0.35529 0.50887 0.05 0.06 0.13
C 0.15550 -1.23021 -0.66333 -0.06 0.04 -0.02
C -0.92590 -0.94099 -1.39620 0.14 -0.14 -0.08
O -1.73673 0.01480 -0.88442 -0.03 -0.03 -0.08
C -1.16832 0.40963 0.37730 0.01 0.12 0.20
H 1.95057 -0.80075 1.48852 -0.13 0.08 -0.01
H 0.90844 0.51789 2.27552 0.01 -0.11 -0.13
H 0.92110 -1.95551 -0.90086 -0.12 0.11 -0.01
H -1.25362 -1.34343 -2.34739 0.07 0.02 0.14
H -1.88548 0.14633 1.16203 0.11 0.03 -0.07
H -1.03518 1.49542 0.36497 0.02 -0.14 0.01
H 1.46578 2.48240 -0.82357 -0.01 -0.04 -0.02
H 1.42485 1.76316 -0.63540 0.02 0.09 -0.01
```
Forces are in eV/Å.

Results
HOMO-LUMO gap: 0.336 Ha
charge: 0
structure (SMILES): C=C1C=COC1.[H][H]
HOMO energy: -8.06 eV
spin multiplicity: 1
energy above the lowest of the compared OMol25 structures with the same formula, charge and spin: 53.99 kcal/mol

C5H8O | wB97M-V/def2-TZVPD

Structure (XYZ):
```
14
Properties=species:S:1:pos:R:3:forces:R:3
C 1.13656 0.57447 0.05112 0.23 0.46 0.32
C 0.97788 -0.94770 0.15109 -0.62 0.24 0.34
C -0.43382 -0.73578 -0.73688 1.76 -0.38 1.64
O -1.70905 -0.80066 -0.10952 0.61 -0.49 0.25
C -1.45132 0.47851 0.53213 0.12 0.03 -0.09
C -0.28673 0.77511 -0.45385 0.12 -0.01 -0.10
H 1.43109 1.10589 0.95031 0.13 0.22 0.12
H 1.81947 0.83255 -0.76625 0.03 -0.02 0.27
H 0.75682 -1.39905 1.11577 0.08 0.36 0.32
H 1.85998 -1.50871 -0.26711 -1.28 0.28 -0.09
H -0.07930 -1.48203 -1.39410 -1.45 -0.17 -2.49
H -1.15040 0.32611 1.57953 0.04 0.12 -0.25
H -2.31977 1.15082 0.49897 0.21 -0.29 -0.12
H -0.49217 1.60669 -1.13480 0.01 -0.35 -0.12
```
Forces are in eV/Å.

Results
HOMO-LUMO gap: 0.371 Ha
charge: 0
HOMO energy: -8.95 eV
spin multiplicity: 1
energy above the lowest of the compared OMol25 structures with the same formula, charge and spin: 74.52 kcal/mol

C5H8O | wB97M-V/def2-TZVPD

Structure (XYZ):
```
14
Properties=species:S:1:pos:R:3:forces:R:3
C -1.55952 -0.02534 -0.30485 0.04 -0.06 -0.04
C -0.06788 -0.14263 -0.04838 -0.05 -0.17 -0.12
C 0.86642 0.68600 -0.95810 0.02 0.12 -0.11
C 0.72688 -1.45341 -0.23731 -0.14 -0.14 0.35
O 1.36728 -1.26070 0.92114 -0.05 -0.39 -0.05
C 0.45679 -0.22753 1.38683 -0.10 0.20 0.16
H -1.77791 -0.01676 -1.37744 0.08 -0.04 0.14
H -1.97202 0.89746 0.12444 0.16 -0.12 -0.08
H -2.10351 -0.86745 0.13816 0.10 0.12 -0.04
H 0.32054 1.21825 -1.73801 -0.04 0.03 0.16
H 1.51033 1.37001 -0.40042 -0.15 -0.01 -0.05
H 1.52484 -0.03218 -1.47445 0.07 0.38 -0.13
H 0.94959 0.62925 1.85701 0.06 -0.11 -0.13
H -0.23547 -0.69775 2.08954 0.01 0.20 -0.06
```
Forces are in eV/Å.

Results
HOMO-LUMO gap: 0.349 Ha
charge: 0
HOMO energy: -8.62 eV
spin multiplicity: 1
energy above the lowest of the compared OMol25 structures with the same formula, charge and spin: 86.95 kcal/mol